Arrangement one

Formula: C4H10NO2
Source: OMol25
Level of theory: ωB97M-V with the def2-TZVPD basis set

Structure (XYZ):
```
17
Properties=species:S:1:pos:R:3
O -3.13058 0.06053 0.04754
O -0.89586 1.29323 0.02906
N -0.63080 -0.66314 1.12378
C 2.28967 -0.56433 0.37664
C -0.16606 0.28114 0.31077
C 1.39494 0.77810 -1.42669
C 1.22611 0.24352 -0.22393
H 3.25410 -0.36091 -0.07393
H -0.13361 -1.49743 1.40026
H 2.39155 -0.19359 1.46300
H 0.83652 1.33042 -2.03793
H 2.35438 0.51156 -1.86283
H -1.79851 1.05917 -0.00790
H 1.95931 -1.66173 0.17253
H -3.98646 0.39249 0.34414
H -3.35391 -0.29781 -0.84140
H -1.61079 -0.71121 1.20690
```

Computed properties:
- Orbital gap: 10.270 eV
- Spin multiplicity: 1
- Total charge: +1

Just the Mulliken charges please, in e? Sure, here they are: -0.698 -0.424 -0.280 -1.269 0.606 -1.136 0.787 0.441 0.234 0.318 0.426 0.253 0.521 0.304 0.327 0.327 0.262

---

Arrangement two

Formula: C4H10NO2
Source: OMol25
Level of theory: ωB97M-V with the def2-TZVPD basis set

Structure (XYZ):
```
17
Properties=species:S:1:pos:R:3
O 0.82025 1.41088 0.16730
O -1.19656 -2.30624 0.84310
N 0.46278 -1.12532 -0.75530
C 1.05210 -1.70657 0.49424
C -0.07032 -2.39558 1.24082
C -1.08021 2.51696 -0.78462
C -0.10009 2.19846 0.27894
H 0.19967 -2.95605 2.14509
H 0.44348 -0.08251 -0.67369
H -0.81874 2.09773 -1.75734
H -1.21193 3.59230 -0.87985
H 1.85963 -2.38894 0.26137
H 1.45508 -0.88239 1.08646
H -2.06807 2.15050 -0.49779
H 0.99208 -1.39210 -1.58136
H -0.23415 2.73782 1.22792
H -0.50499 -1.46897 -0.81529
```

Computed properties:
- Orbital gap: 11.301 eV
- Spin multiplicity: 1
- Total charge: +1

Just the Mulliken charges please, in e? Sure, here they are: -0.593 -0.458 -0.225 -0.528 0.198 -1.073 0.298 0.380 0.194 0.323 0.347 0.361 0.289 0.324 0.372 0.375 0.416

---

Arrangement three

Formula: C4H10NO2
Source: OMol25
Level of theory: ωB97M-V with the def2-TZVPD basis set

Structure (XYZ):
```
17
Properties=species:S:1:pos:R:3
O -0.02291 -1.23563 -2.66445
O -0.48450 1.30127 1.72999
N -1.11517 0.40010 -1.12021
C 0.39663 -0.10464 -0.55037
C 0.52356 0.28646 1.91944
C 0.15749 -0.76730 0.76169
C 0.76203 -0.95386 -1.81617
H -0.84454 -1.11151 1.03250
H -0.34588 2.07158 1.17352
H -1.43742 1.14102 -0.49973
H 0.97847 0.82766 -0.59911
H 0.13323 -0.09062 2.87499
H 1.56127 0.66254 1.87908
H -1.73503 -0.40297 -1.17289
H 1.81906 -1.22987 -1.80138
H -1.14277 0.84065 -2.03660
H 0.79647 -1.63489 0.88970
```

Computed properties:
- Orbital gap: 11.026 eV
- Structure (SMILES): [NH3+][C@H](C=O)CCO
- Spin multiplicity: 1
- Total charge: +1

Just the Mulliken charges please, in e? Sure, here they are: -0.411 -0.559 -0.443 -0.171 -0.478 -0.507 -0.077 0.360 0.314 0.298 0.564 0.317 0.337 0.349 0.373 0.362 0.372

---

Arrangement four

Formula: C4H10NO2
Source: OMol25
Level of theory: ωB97M-V with the def2-TZVPD basis set

Structure (XYZ):
```
17
Properties=species:S:1:pos:R:3
O 0.25502 1.60075 0.83283
O 2.23305 0.61810 0.49250
N -1.25192 -0.12814 0.08789
C 0.38884 -0.79411 -1.60749
C -2.26293 -1.22666 -0.08077
C 0.19235 -0.61431 -0.08757
C 1.04536 0.56368 0.44777
H 1.38170 -1.14286 -1.87160
H 0.11172 0.07787 -2.19014
H -1.45487 0.61216 -0.58354
H 0.75313 2.29691 1.26986
H -2.24860 -1.58790 -1.09856
H -1.35717 0.35031 0.98572
H -2.18134 -1.85958 0.79862
H -0.17793 -1.69108 -1.86704
H -3.31063 -0.88868 -0.05020
H 0.32238 -1.56742 0.41396
```

Computed properties:
- Orbital gap: 11.783 eV
- Structure (SMILES): C[NH2+][C@@H](C)C(=O)O
- Spin multiplicity: 1
- Total charge: +1

Just the Mulliken charges please, in e? Sure, here they are: -0.486 -0.465 -0.283 -1.357 -0.952 0.326 0.392 0.381 0.372 0.425 0.384 0.361 0.400 0.385 0.413 0.354 0.349

---

We find arrangement four to be the most stable, with the next structure 7.4 kcal/mol higher.

---

Arrangement one

Formula: C14H24Br10Cl12
Source: OMol25
Level of theory: ωB97M-V with the def2-TZVPD basis set

Structure (XYZ):
```
60
Properties=species:S:1:pos:R:3
Br 4.75294 1.71749 -0.10627
Br 1.56506 0.22900 -1.83923
Br -4.34259 1.25473 0.04855
Br -1.74134 -1.08448 -1.10386
Br 0.22354 2.07042 1.34327
Br 2.94126 -0.94950 1.38678
Br -2.04907 5.19225 0.21068
Br -1.27516 0.56206 0.54672
Br -2.58690 -3.02879 0.87520
Br 5.22730 -1.43203 -2.70406
Cl -1.99098 -4.88666 1.92149
Cl -2.94462 -0.67686 -4.35451
Cl 0.11733 -3.86551 3.57086
Cl -1.02710 -2.85172 -4.00835
Cl -0.11317 -0.04165 -4.30476
Cl -2.22775 -0.12939 2.77645
Cl 0.00705 -3.22894 0.69523
Cl -0.13779 2.87206 -3.94971
Cl -1.33153 0.85439 -2.26951
Cl 0.24798 -1.76779 2.70536
Cl 0.42184 2.92467 -1.03501
Cl 0.16012 0.84259 4.11191
C -0.38560 -0.09491 2.69282
C -0.07832 -1.43487 -0.07430
C 0.93326 -0.23274 -0.01499
C 0.10711 1.92066 -2.45561
C 2.98064 1.23282 0.66847
C -0.94635 -3.45688 2.16446
C 4.59872 -1.62415 -0.74924
C -3.79721 -1.55144 0.41161
C -1.38804 -1.13198 -3.72418
C 3.40032 -0.86859 -0.51041
C -2.27640 2.31119 0.48864
C 2.11479 2.47816 0.67119
C -1.21525 3.43868 0.53230
C -3.22984 -0.22570 0.70028
H 0.55204 0.67227 0.45801
H -2.96264 2.41571 1.32903
H 2.57629 3.09915 1.43898
H 3.13875 0.77734 1.64604
H 0.42327 -2.33688 -0.42483
H 2.50858 -0.99493 -1.12438
H 5.46717 -1.33680 -0.15651
H -4.72892 -1.70445 0.95621
H -4.09259 -1.56393 -0.63753
H -1.56288 -2.56861 2.30214
H -1.45858 -0.95305 -2.65130
H -0.59102 -1.75551 0.83258
H -2.30075 0.01332 0.18281
H -0.74301 3.33050 1.50871
H 2.48429 0.45570 0.08725
H -2.69215 2.38257 -0.51643
H 0.95093 1.24813 -2.60969
H -3.03562 -0.02746 1.75436
H -0.09530 0.42763 1.78135
H 1.79584 -0.55772 0.56678
H -0.53534 3.29544 -0.30753
H 3.72655 0.13333 -0.78940
H 4.40241 -2.68755 -0.61231
H 2.05839 2.89921 -0.33262
```

Computed properties:
- Orbital gap: 5.426 eV
- Spin multiplicity: 1
- Total charge: 0

Just the Mulliken charges please, in e? Sure, here they are: -0.163 0.086 -0.170 -0.073 -0.498 -0.336 -0.203 1.546 0.213 -0.192 -0.185 -0.117 -0.218 -0.158 -0.116 -0.293 -0.447 -0.140 -0.323 -0.064 -0.193 -0.099 1.737 1.693 -1.574 0.891 0.362 0.971 -1.047 -1.284 2.571 0.537 -2.347 -1.452 -0.150 0.666 0.665 0.943 0.573 0.637 0.195 0.387 0.477 0.566 0.611 -0.211 -2.878 -2.297 -0.236 0.384 -1.952 0.939 -0.561 0.040 -1.613 2.576 -0.005 0.236 0.486 0.609

---

Arrangement two

Formula: C14H24Br10Cl12
Source: OMol25
Level of theory: ωB97M-V with the def2-TZVPD basis set

Structure (XYZ):
```
60
Properties=species:S:1:pos:R:3
Br 11.43693 1.52151 4.80266
Br 10.19826 -4.33145 0.89137
Br 14.56993 -1.84948 5.85399
Br 12.43505 -2.86754 3.16782
Br 17.83179 4.86136 0.70095
Br 8.75307 -2.04809 5.97821
Br 12.13152 5.43824 10.34167
Br 14.21758 1.89151 8.33257
Br 15.28454 2.37590 4.19102
Br 13.43477 3.47008 0.85034
Cl 20.39629 1.64054 7.50666
Cl 17.66818 2.40915 6.89284
Cl 18.15843 -4.98843 3.61566
Cl 11.67373 -2.82434 7.98675
Cl 18.56220 -3.73491 6.20971
Cl 12.96489 6.62495 3.47930
Cl 13.21606 -1.39418 10.00732
Cl 11.82486 5.24932 5.76840
Cl 18.26881 -0.33403 7.60683
Cl 14.69111 5.50863 5.52757
Cl 17.10329 -6.22570 6.03270
Cl 10.97813 -0.11665 8.69889
C 14.86915 -0.47780 4.49927
C 17.46517 -4.70774 5.20970
C 13.36303 4.37225 9.31840
C 9.49082 -0.27140 5.86904
C 11.56905 -4.55877 3.42609
C 10.54768 -0.20269 4.81248
C 13.18589 5.31692 4.64371
C 12.95404 2.89616 9.40970
C 12.31585 -1.26097 8.49206
C 10.21402 -4.65433 2.80334
C 15.35939 3.41968 0.73746
C 15.93694 4.78956 1.06041
C 15.02718 0.81709 5.24280
C 18.70808 1.36637 7.84818
H 12.22373 -5.37001 3.11461
H 10.16621 -0.36075 3.80926
H 11.33400 -0.92447 5.01241
H 11.43911 -4.76921 4.49201
H 13.96436 -0.49305 3.89810
H 15.63814 3.10121 -0.26231
H 16.55216 -4.14803 5.07321
H 15.82187 0.72167 5.98244
H 15.73612 -0.78184 3.92353
H 11.94066 2.74261 9.06044
H 14.39545 4.48246 9.63032
H 13.21193 4.39282 4.07815
H 8.71851 0.48274 5.70113
H 9.83917 0.01657 6.85975
H 9.80669 -5.65139 2.98325
H 15.83484 4.99936 2.12153
H 15.73828 2.69157 1.44789
H 13.26613 4.65319 8.27194
H 14.15997 0.96873 5.88479
H 9.45746 -4.00467 3.23693
H 13.00395 -0.90980 7.73353
H 13.08372 2.56854 10.43675
H 15.41403 5.53836 0.47376
H 18.52369 1.56592 8.89492
```

Computed properties:
- Orbital gap: 10.308 eV
- Structure (SMILES): ClC(Cl)Cl.ClC(Cl)Cl.ClC(Cl)Cl.ClC(Cl)Cl.BrCCBr.BrCCBr.BrCCBr.BrCCBr.BrCCBr
- Spin multiplicity: 1
- Total charge: 0

Just the Mulliken charges please, in e? Sure, here they are: -0.106 -0.148 -0.128 -0.054 -0.146 -0.158 -0.154 -0.005 -0.076 -0.118 -0.126 -0.045 -0.128 -0.089 -0.123 -0.130 -0.126 -0.139 -0.096 -0.106 -0.128 -0.186 -0.516 0.512 -0.343 -0.241 -0.551 -0.235 0.580 -0.597 1.152 -0.557 -0.548 -0.374 0.364 -0.063 0.395 0.485 -0.088 0.314 0.242 0.414 -0.165 0.032 0.478 0.408 0.425 -0.267 0.483 -0.075 0.412 0.100 0.241 0.045 -0.408 0.226 -0.861 0.368 0.413 0.315

---

We find arrangement two to be the most stable, with the next structure 1816.3 kcal/mol higher.